(1)
The following is a DFT calculation (ωB97M-V/def2-TZVPD) of C28H47NP3Sr as an isolated structure.

The geometry in ORCA input format:
```
! RIJCOSX wB97M-V def2-TZVPD def2/J DEFGRID3
* xyz 1 1
Sr 0.22 0.18 0.06
C -1.67 -3.34 -3.72
C -1.80 -2.37 -2.55
C -1.84 -0.92 -3.07
P -0.54 -2.42 -1.20
C -1.05 -3.73 -0.01
C -0.01 -3.80 1.11
C -1.35 -5.12 -0.56
C 1.07 -2.89 -1.90
C 1.24 -4.09 -2.60
C 2.44 -4.50 -3.14
C 2.57 -5.80 -3.90
C 3.52 -3.62 -2.97
C 3.40 -2.43 -2.29
C 2.18 -2.02 -1.71
N 2.07 -0.84 -0.99
C 3.27 -0.18 -0.62
C 3.63 1.02 -1.26
C 2.81 1.53 -2.42
C 4.78 1.69 -0.86
C 5.60 1.21 0.15
C 6.87 1.93 0.54
C 5.22 0.03 0.78
C 4.08 -0.67 0.42
C 3.71 -1.96 1.12
H -2.50 -3.17 -4.42
H -1.71 -4.38 -3.42
H -0.74 -3.17 -4.26
H -2.74 -2.57 -2.02
H -0.87 -0.64 -3.49
H -2.10 -0.21 -2.29
H -2.59 -0.82 -3.87
H -1.98 -3.33 0.41
H 0.96 -4.13 0.73
H -0.32 -4.50 1.89
H 0.15 -2.83 1.60
H -0.45 -5.60 -0.95
H -2.10 -5.10 -1.35
H -1.74 -5.76 0.24
H 0.38 -4.74 -2.73
H 1.79 -6.50 -3.63
H 3.53 -6.28 -3.70
H 2.51 -5.64 -4.98
H 4.49 -3.89 -3.39
H 4.27 -1.79 -2.19
H 2.78 0.79 -3.23
H 3.22 2.45 -2.82
H 1.77 1.72 -2.15
H 5.06 2.61 -1.37
H 6.84 2.98 0.24
H 7.74 1.47 0.05
H 7.04 1.88 1.62
H 5.84 -0.36 1.59
H 4.30 -2.08 2.04
H 3.89 -2.83 0.48
H 2.65 -1.99 1.38
C -1.74 0.65 3.93
P -0.28 0.87 2.86
C 1.10 0.58 4.03
C -0.21 2.71 2.67
C -1.34 3.28 1.79
P -1.31 2.66 0.05
C 0.07 3.68 -0.65
C -2.77 3.48 -0.67
H -1.68 1.32 4.79
H -1.78 -0.38 4.28
H -2.66 0.85 3.38
H 1.01 1.22 4.91
H 2.06 0.76 3.55
H 1.09 -0.46 4.36
H 0.77 2.97 2.25
H -0.24 3.15 3.67
H -1.29 4.37 1.77
H -2.32 3.03 2.21
H -0.11 4.74 -0.47
H 0.15 3.51 -1.72
H 1.04 3.42 -0.21
H -2.74 4.55 -0.48
H -3.68 3.06 -0.24
H -2.80 3.30 -1.75
*
```

Results
Gap between HOMO and LUMO: 6.50 eV
E_HOMO: -9.0228 eV
DFT total energy: -59988.2089 eV
Lowest unoccupied orbital energy: -0.093 Ha

(2)
The following is a DFT calculation (ωB97M-V/def2-TZVPD) of a 2-piece molecular cluster, C6H7N overall.

The geometry in ORCA input format:
```
! RIJCOSX wB97M-V def2-TZVPD def2/J DEFGRID3
* xyz 0 1
N -0.41 3.21 -0.27
C -0.30 2.12 0.11
C -0.13 0.74 0.56
C 1.15 0.17 -0.02
C 0.97 -1.28 0.00
C -0.34 -1.55 0.00
C -1.13 -0.28 -0.02
H -0.14 0.74 1.66
H 0.48 0.41 -1.52
H 2.10 0.55 0.44
H 1.80 -1.97 -0.15
H -0.78 -2.51 -0.24
H -1.25 -0.03 -1.17
H -2.09 -0.29 0.50
*
```

Results
Gap between HOMO and LUMO: 9.74 eV
E_HOMO: -9.3797 eV
DFT total energy: -7822.0467 eV
Lowest unoccupied orbital energy: 0.013 Ha

(3)
The following is a DFT calculation (ωB97M-V/def2-TZVPD) of a 2-piece molecular cluster, C33H34N3 overall.

The geometry in ORCA input format:
```
! RIJCOSX wB97M-V def2-TZVPD def2/J DEFGRID3
* xyz 1 1
C 1.17 -2.49 3.73
C 1.36 -1.04 3.79
N 2.60 -0.48 3.84
C 3.84 -1.24 3.84
C 2.53 0.91 3.85
C 1.15 1.25 3.76
C 0.87 2.61 3.60
C 1.90 3.56 3.65
C 3.24 3.19 3.79
C 3.57 1.83 3.87
C 0.38 -0.01 3.79
C -1.01 -0.25 3.72
C -1.97 0.84 3.74
C -1.89 1.88 4.70
C -2.76 2.97 4.67
C -3.70 3.10 3.65
C -3.79 2.09 2.68
C -2.96 0.98 2.73
H 0.10 -2.69 3.67
H 1.66 -2.93 2.84
H 1.57 -2.99 4.64
H 4.68 -0.55 3.88
H 3.89 -1.91 4.71
H 3.93 -1.86 2.93
H -0.15 2.93 3.43
H 1.66 4.63 3.58
H 4.03 3.94 3.83
H 4.60 1.48 3.95
H -1.35 -1.24 3.39
H -1.13 1.82 5.48
H -2.70 3.73 5.45
H -4.37 3.96 3.61
H -4.53 2.18 1.88
H -3.04 0.19 1.97
C -2.92 -5.49 3.66
N -2.17 -4.93 4.76
C -2.50 -3.63 5.37
H -2.10 -2.73 4.75
C -3.99 -3.48 5.67
C -4.64 -4.40 6.50
C -6.00 -4.26 6.79
C -6.73 -3.20 6.25
C -8.19 -3.03 6.56
C -6.07 -2.29 5.41
C -4.72 -2.42 5.12
N -1.67 -3.70 6.57
C -1.74 -2.68 7.59
C -1.02 -4.90 6.69
C -1.35 -5.68 5.57
C -0.95 -7.02 5.49
C -0.17 -7.54 6.53
C 0.17 -6.75 7.65
C -0.27 -5.42 7.75
H -2.55 -6.49 3.44
H -4.00 -5.56 3.86
H -2.77 -4.86 2.77
H -4.12 -5.26 6.95
H -6.52 -4.97 7.44
H -8.60 -2.16 6.05
H -8.78 -3.91 6.25
H -8.37 -2.91 7.63
H -6.64 -1.46 4.99
H -4.20 -1.72 4.48
H -1.06 -2.94 8.40
H -1.44 -1.72 7.14
H -2.76 -2.57 8.00
H -1.23 -7.62 4.63
H 0.18 -8.58 6.50
H 0.77 -7.19 8.44
H -0.03 -4.80 8.61
*
```

Results
Gap between HOMO and LUMO: 3.84 eV
E_HOMO: -8.7030 eV
DFT total energy: -39236.8201 eV
Lowest unoccupied orbital energy: -0.179 Ha

(4)
The following is a DFT calculation (ωB97M-V/def2-TZVPD) of C48H46BrMnN4O2S2 as an isolated structure.

The geometry in ORCA input format:
```
! RIJCOSX wB97M-V def2-TZVPD def2/J DEFGRID3
* xyz -1 2
Mn 0.45 0.20 -0.21
N 4.29 -0.14 1.42
C 4.30 -0.12 2.81
C 5.44 0.23 3.52
C 5.43 0.22 4.91
C 4.27 -0.11 5.60
C 3.12 -0.44 4.89
C 3.14 -0.47 3.51
S 1.75 -1.03 2.58
N 1.93 -0.14 1.14
C 3.13 0.09 0.69
C 3.19 0.59 -0.66
C 4.36 0.96 -1.34
C 4.30 1.32 -2.66
C 3.04 1.31 -3.28
C 1.92 0.99 -2.56
N 1.96 0.64 -1.24
H 5.15 0.08 0.96
H 6.33 0.52 2.98
H 6.33 0.48 5.45
H 4.26 -0.11 6.68
H 2.20 -0.68 5.41
H 5.32 0.97 -0.83
H 5.19 1.61 -3.20
H 2.93 1.57 -4.33
H 0.93 1.00 -2.99
C -3.46 -6.33 -3.49
C -1.98 -6.48 -3.14
C -1.86 -7.58 -2.07
C -1.23 -6.93 -4.40
C -1.38 -5.18 -2.62
C -2.05 -3.97 -2.63
C -1.45 -2.82 -2.14
Br -2.47 -1.23 -2.26
C -0.14 -2.76 -1.60
O 0.35 -1.68 -1.07
C 0.58 -4.01 -1.68
C -0.07 -5.14 -2.15
C 2.07 -4.24 -1.32
C 2.84 -3.03 -0.81
C 2.17 -5.33 -0.24
C 2.80 -4.72 -2.59
H -3.87 -7.29 -3.80
H -3.61 -5.63 -4.32
H -4.04 -5.97 -2.64
H -2.30 -8.51 -2.43
H -2.37 -7.28 -1.16
H -0.82 -7.78 -1.82
H -1.66 -7.85 -4.81
H -0.17 -7.11 -4.18
H -1.28 -6.15 -5.17
H -3.06 -3.89 -3.00
H 0.50 -6.06 -2.18
H 2.41 -2.65 0.11
H 2.85 -2.23 -1.54
H 3.87 -3.35 -0.61
H 1.64 -5.01 0.66
H 3.22 -5.49 0.03
H 1.75 -6.28 -0.56
H 2.74 -3.96 -3.37
H 2.37 -5.64 -2.99
H 3.85 -4.91 -2.36
N -1.23 -0.48 0.90
C -1.43 -0.07 2.25
C -1.81 -1.03 3.18
C -1.99 -0.71 4.51
C -1.79 0.60 4.91
C -1.40 1.55 3.98
C -1.20 1.26 2.62
C -0.65 2.32 1.72
C -0.84 3.65 2.13
C -0.15 4.71 1.57
C 0.79 4.43 0.58
C 0.90 3.15 0.09
C 0.10 2.06 0.54
H -1.24 -1.49 0.82
H -1.95 -0.13 0.27
H -1.95 -2.05 2.83
H -2.28 -1.48 5.22
H -1.91 0.89 5.94
H -1.19 2.55 4.34
H -1.55 3.87 2.92
H -0.32 5.72 1.91
H 1.41 5.21 0.17
H 1.55 2.98 -0.75
C -4.56 7.39 -1.86
C -5.74 7.07 -2.74
O -6.85 7.48 -2.55
S -5.39 6.06 -4.22
C -4.30 4.86 -3.50
C -4.79 3.89 -2.63
C -3.94 2.98 -2.03
C -2.56 3.00 -2.30
C -2.08 3.96 -3.20
C -2.93 4.88 -3.79
C -1.68 2.09 -1.67
C -0.84 1.40 -1.09
H -4.90 7.92 -0.98
H -3.86 8.00 -2.43
H -4.04 6.47 -1.58
H -5.86 3.86 -2.42
H -4.33 2.24 -1.35
H -1.02 3.99 -3.43
H -2.55 5.62 -4.47
*
```

Results
Gap between HOMO and LUMO (spin up / spin down): 5.90 / 6.04 eV
E_HOMO (spin up / spin down): -3.7744 / -3.9392 eV
DFT total energy: -183611.3824 eV
Expectation value of S²: 0.794
Lowest unoccupied orbital energy (spin up / spin down): 0.078 / 0.077 Ha

Q: DFT total energy of number 2 (C6H7N)?
A: -7822.0467 eV

Q: Which of these has the lowest DFT total energy?
A: C48H46BrMnN4O2S2

Q: Which of these has the highest DFT total energy?
A: C6H7N